<A>
Computed, not measured: one molecule with the formula C6H7I, with the ωB97M-V functional and the def2-TZVPD basis.

Positions of all 14 atoms, in Å:
C (1.90140, -0.79062, 0.19417)
C (0.59621, -0.05908, 0.00552)
C (0.28042, 1.27476, 0.04283)
C (-1.14750, 1.44799, -0.07221)
C (-1.75226, 0.24766, 0.02584)
I (-3.70555, -0.24585, 0.05789)
C (-0.68798, -0.82929, -0.14344)
H (2.06221, -1.07054, 1.21964)
H (2.66763, -0.07324, -0.15396)
H (1.98313, -1.76853, -0.42406)
H (0.94250, 2.12942, 0.18041)
H (-1.64863, 2.45218, -0.08053)
H (-0.57911, -0.96976, -1.21658)
H (-0.91247, -1.74511, 0.36449)

The net charge is 0. For the highest occupied orbital energy, the calculation gives -8.0 eV. For the frontier orbital gap, the calculation gives 8.724 eV.

***

<B>
Computed, not measured: a 2-piece molecular cluster, C6H7I overall, with the ωB97M-V functional and the def2-TZVPD basis.

Positions of all 14 atoms, in Å:
C (-0.58376, -1.42351, -0.44564)
C (0.26385, -0.60469, -0.12209)
C (1.34581, 0.03504, 0.58279)
C (2.62400, 0.31806, -0.32189)
H (-1.14298, -1.93993, -1.23039)
H (1.03713, 1.03103, 0.83860)
H (1.49040, -0.63422, 1.37127)
H (2.56551, 1.28306, -0.83792)
H (2.72082, -0.45292, -1.02180)
H (3.49319, 0.30236, 0.26281)
C (-2.75556, 0.99938, 0.18597)
C (-3.77374, 0.36514, 0.21998)
I (-5.55054, -0.49231, 0.06015)
H (-1.73412, 1.21350, 0.45815)

The net charge is 0. For the highest occupied orbital energy, the calculation gives -9.3 eV. For the frontier orbital gap, the calculation gives 9.820 eV.

***

Which one sits at the bottom of the stability order? <B> does.

***

<A>
Computed, not measured: a 2-piece molecular cluster, C2H3F2N overall, with the ωB97M-V functional and the def2-TZVPD basis.

Positions of all 8 atoms, in Å:
C (0.28089, 0.12375, 0.58389)
C (-1.96144, 0.18939, -0.37885)
N (1.15170, 0.00782, -0.28297)
F (-2.74435, 1.12424, 0.26734)
F (-2.41436, -1.01821, -0.01694)
H (-0.02714, -0.00092, 1.73153)
H (-1.88254, 0.40471, -1.36922)
H (2.20614, 0.01076, -0.41210)

The net charge is 0. For the highest occupied orbital energy (alpha / beta), the calculation gives -7.8 / -7.7 eV. For the frontier orbital gap (alpha / beta), the calculation gives 8.467 / 8.432 eV.

***

<B>
Computed, not measured: one molecule with the formula C2H3F2N, with the ωB97M-V functional and the def2-TZVPD basis.

Positions of all 8 atoms, in Å:
F (1.33229, -1.54907, -0.05212)
C (0.64706, -0.52737, 0.44591)
C (-0.86519, 0.11429, -0.49753)
N (0.48525, 0.59248, -0.40965)
F (0.65591, 1.85389, 0.21577)
H (0.47980, -0.54127, 1.51235)
H (-1.12070, -0.34883, -1.43293)
H (-1.61442, 0.40588, 0.21820)

The net charge is 0. For the highest occupied orbital energy, the calculation gives -9.4 eV. For the frontier orbital gap, the calculation gives 10.489 eV.

***

Which one sits at the bottom of the stability order? <A> does.

***

<A>
Computed, not measured: one molecule with the formula C3H5NS, with the ωB97M-V functional and the def2-TZVPD basis.

Positions of all 10 atoms, in Å:
C (-0.23088, -0.07969, 1.63380)
C (-0.53740, -0.04255, 0.19377)
N (0.45059, 0.08361, -0.58495)
C (0.64915, 0.16841, -1.88129)
S (1.51030, -0.83843, -2.83088)
H (-1.02565, 0.56755, 2.14322)
H (0.00955, -1.09070, 2.01309)
H (0.62261, 0.48800, 1.73218)
H (-1.52015, -0.32656, -0.16672)
H (0.07187, 1.07036, -2.25223)

The net charge is 0. For the highest occupied orbital energy, the calculation gives -8.5 eV. For the frontier orbital gap, the calculation gives 8.408 eV.

***

<B>
Computed, not measured: a 3-piece molecular cluster, C3H5NS overall, with the ωB97M-V functional and the def2-TZVPD basis.

Positions of all 10 atoms, in Å:
C (-0.52321, 0.56878, 0.17109)
C (0.02369, -0.65159, -0.14146)
C (0.78399, -1.57355, 0.82309)
H (-0.94788, 2.68074, -0.50871)
H (-0.12626, 1.87998, -1.59968)
H (-0.66618, 0.71249, 1.18247)
H (0.27341, -0.75547, -1.22315)
H (0.35559, -1.56473, 1.89248)
N (-1.12976, 1.33852, -0.77932)
S (1.95662, -2.63518, 0.18319)

The net charge is 0. For the highest occupied orbital energy, the calculation gives -8.7 eV. For the frontier orbital gap, the calculation gives 7.680 eV.

***

Which one sits at the bottom of the stability order? <B> does.

***

<A>
Computed, not measured: C3H5NS as an isolated structure, with the ωB97M-V functional and the def2-TZVPD basis.

Positions of all 10 atoms, in Å:
C (-0.40305, 0.54510, 0.63357)
C (0.40214, 1.59030, 0.48329)
C (0.26746, -0.58939, 0.01540)
N (-0.60743, -1.39073, -0.80197)
S (1.77095, 0.89072, -0.29531)
H (-1.42241, 0.58534, 1.19947)
H (0.40908, 2.59139, 0.81412)
H (1.13825, -1.06122, 0.40196)
H (-1.31097, -0.85160, -1.21989)
H (-0.24402, -2.30991, -1.23063)

The net charge is 0. For the highest occupied orbital energy, the calculation gives -8.0 eV. For the frontier orbital gap, the calculation gives 8.630 eV.

***

<B>
Computed, not measured: C3H5NS as an isolated structure, with the ωB97M-V functional and the def2-TZVPD basis.

Positions of all 10 atoms, in Å:
C (1.09648, -0.03356, -0.19750)
C (-0.02761, 0.90058, -0.02577)
C (-0.95560, -0.25622, 0.06893)
H (-0.47945, 1.75743, -0.81250)
H (0.26224, 1.47789, 0.88454)
H (-1.39969, -0.47441, 1.04067)
H (-1.75432, -0.34207, -0.83435)
H (0.37999, -1.93714, -0.04124)
N (0.14106, -0.99610, -0.08242)
S (2.73690, -0.09640, -0.00034)

The net charge is 0. For the highest occupied orbital energy, the calculation gives -8.5 eV. For the frontier orbital gap, the calculation gives 9.214 eV.

***

Which one sits at the bottom of the stability order? <A> does.

***

<A>
Computed, not measured: one molecule with the formula C3H5NS, with the ωB97M-V functional and the def2-TZVPD basis.

Positions of all 10 atoms, in Å:
C (-0.82311, 0.34421, -0.31241)
C (-0.18508, 1.51095, -0.00139)
C (0.95941, -1.10134, 0.33208)
N (-0.00156, -0.86872, -0.51079)
S (-2.34152, -0.29307, 0.16761)
H (0.94038, 1.63451, -0.08191)
H (-0.81941, 2.52331, 0.09794)
H (1.54757, -2.03661, 0.47828)
H (1.30477, -0.15104, 0.74800)
H (-0.58144, -1.56219, -0.91739)

The net charge is 0. For the highest occupied orbital energy, the calculation gives -7.3 eV. For the frontier orbital gap, the calculation gives 6.310 eV.

***

<B>
Computed, not measured: one molecule with the formula C3H5NS, with the ωB97M-V functional and the def2-TZVPD basis.

Positions of all 10 atoms, in Å:
N (-1.78527, -0.34155, -0.23573)
C (-0.73359, 0.40336, 0.11149)
C (0.55309, -0.30182, 0.21524)
C (1.73260, 0.43242, -0.03845)
S (3.25402, -0.23225, -0.06363)
H (-2.76100, -0.20341, 0.07674)
H (-1.77877, -1.33159, -0.14880)
H (-0.81982, 1.48748, 0.11324)
H (0.66685, -1.38717, 0.28975)
H (1.67190, 1.47453, -0.31986)

The net charge is 0. For the highest occupied orbital energy, the calculation gives -7.9 eV. For the frontier orbital gap, the calculation gives 7.662 eV.

***

<C>
Computed, not measured: C3H5NS as an isolated structure, with the ωB97M-V functional and the def2-TZVPD basis.

Positions of all 10 atoms, in Å:
C (1.41942, 0.76512, -0.08556)
C (-0.48408, -0.93065, 0.16443)
C (-1.75430, -0.32258, -0.55923)
H (2.22039, 1.07966, -0.71952)
H (0.55099, 1.41530, -0.48772)
H (1.52694, 0.84342, 0.97076)
H (-0.71294, -0.32346, 1.12666)
H (-0.88197, -2.07984, 0.74567)
N (-2.93023, 0.27267, -0.49637)
S (1.04579, -0.71964, -0.65912)

The net charge is 0. For the highest occupied orbital energy, the calculation gives -9.3 eV. For the frontier orbital gap, the calculation gives 9.532 eV.

***

Which one sits at the bottom of the stability order? <C> does.

***

<A>
Computed, not measured: a 4-piece molecular cluster, C3H12O4 overall, with the ωB97M-V functional and the def2-TZVPD basis.

Positions of all 19 atoms, in Å:
C (0.16507, 1.01879, -0.24717)
C (0.49502, 1.51576, -1.43130)
C (1.39226, 2.66304, -1.77672)
O (-0.04522, 0.86046, -2.53975)
H (0.35438, 1.31205, 0.77536)
H (-0.40157, 0.10631, -0.25745)
H (2.22107, 2.68581, -1.09913)
H (1.77155, 2.52453, -2.79150)
H (0.93219, 3.65698, -1.74830)
H (0.17917, 1.33055, -3.34512)
O (-4.40546, -1.90920, 2.44131)
H (-3.45588, -1.76735, 2.32667)
H (-4.60681, -1.60634, 3.33148)
O (4.54101, 1.45909, 2.68316)
H (5.01127, 0.83883, 3.25068)
H (4.95109, 1.33471, 1.81399)
O (-2.11762, -4.63206, -0.42060)
H (-1.22769, -4.90680, -0.17384)
H (-1.98184, -3.76725, -0.82278)

The net charge is 0. For the highest occupied orbital energy, the calculation gives -8.9 eV. For the frontier orbital gap, the calculation gives 9.451 eV.

***

<B>
Computed, not measured: a 4-piece molecular cluster, C3H12O4 overall, with the ωB97M-V functional and the def2-TZVPD basis.

Positions of all 19 atoms, in Å:
C (1.18608, 2.15505, 1.78694)
C (1.60535, 1.06594, 0.81713)
C (0.45752, 0.48313, 0.07332)
O (0.23736, -0.68659, -0.11217)
H (0.79073, 3.04380, 1.30328)
H (0.46217, 1.77614, 2.50772)
H (2.04161, 2.49425, 2.36315)
H (2.23284, 0.31568, 1.29719)
H (2.29497, 1.45042, 0.04799)
H (-0.26486, 1.23571, -0.29649)
O (-2.25577, -1.94712, -0.47691)
H (-2.32652, -2.12671, -1.42221)
H (-1.30758, -1.71972, -0.36904)
O (-2.86571, 0.87855, -0.12985)
H (-2.73692, -0.08658, -0.11867)
H (-3.54377, 0.98981, -0.81092)
O (1.29832, -3.00114, -2.52767)
H (0.87936, -3.75880, -2.09192)
H (1.81482, -2.56182, -1.84085)

The net charge is 0. For the highest occupied orbital energy, the calculation gives -10.3 eV. For the frontier orbital gap, the calculation gives 10.997 eV.

***

Which one sits at the bottom of the stability order? <A> does.